[1]
{"formula": "C2H6ClOPS", "method": "ωB97M-V/def2-TZVPD", "energy_ha": -1354.717967, "e_lumo_ev": [-0.8, -0.4], "homo_lumo_gap_ev": [7.07, 7.34], "elements": ["C", "C", "O", "P", "S", "Cl", "H", "H", "H", "H", "H", "H"], "positions_angstrom": [[0.651, 0.639, -0.356], [-0.105, 1.679, 0.362], [-0.151, -3.229, 0.262], [-2.409, 0.190, -0.673], [-1.813, 1.740, 0.360], [-4.227, 0.010, 0.056], [0.291, -0.352, 0.074], [0.440, 0.669, -1.497], [1.694, 0.736, -0.340], [0.409, 2.624, 0.636], [0.592, -2.640, -0.021], [-0.979, -2.727, 0.289]], "nbo_charge": [-0.6862, -0.4036, -0.9485, 0.2157, 0.2286, -0.2667, 0.2209, 0.2260, 0.2337, 0.2294, 0.4725, 0.4782]}

=====

[2]
{"formula": "C2H6ClS2", "method": "ωB97M-V/def2-TZVPD", "energy_ha": -1336.445008, "e_lumo_ev": 2.9, "homo_lumo_gap_ev": 6.60, "total_charge": -1, "elements": ["S", "S", "C", "C", "H", "H", "H", "H", "H", "H", "Cl"], "positions_angstrom": [[-1.785, 0.619, 1.430], [0.017, -0.249, 1.872], [0.854, 0.042, -0.787], [1.123, 0.497, 0.638], [-2.232, -0.273, 0.520], [0.940, -1.055, -0.866], [1.581, 0.503, -1.476], [-0.162, 0.339, -1.097], [2.131, 0.186, 0.976], [1.060, 1.597, 0.737], [-3.527, -2.207, -1.946]], "nbo_charge": [-0.1826, 0.0760, -0.6286, -0.5313, 0.1902, 0.2205, 0.1983, 0.2358, 0.2075, 0.2080, -0.9938]}

=====

[3]
{"formula": "C2H6F2N2O2S", "method": "ωB97M-V/def2-TZVPD", "energy_ha": -937.678557, "e_lumo_ev": 0.7, "homo_lumo_gap_ev": 11.30, "elements": ["C", "C", "F", "N", "N", "S", "O", "O", "F", "H", "H", "H", "H", "H", "H"], "positions_angstrom": [[1.717, -0.473, -0.009], [0.710, 0.398, -0.735], [1.238, 1.637, -1.007], [-0.556, 0.630, -0.038], [-0.394, 0.924, 1.340], [-1.718, -0.478, -0.389], [-2.055, -0.389, -1.766], [-2.740, -0.387, 0.593], [-0.988, -1.842, -0.180], [1.437, -0.702, 1.013], [2.680, 0.030, -0.025], [1.853, -1.413, -0.538], [0.473, -0.050, -1.698], [-0.763, 1.848, 1.518], [-0.895, 0.265, 1.921]], "nbo_charge": [-0.6722, 0.3386, -0.3477, -0.5391, -0.6528, 2.5136, -0.8893, -0.9054, -0.4779, 0.2325, 0.2427, 0.2233, 0.1856, 0.3745, 0.3735]}

=====

[4]
{"formula": "C2H6F2O", "method": "ωB97M-V/def2-TZVPD", "energy_ha": -354.733923, "e_lumo_ev": 1.0, "homo_lumo_gap_ev": 12.34, "elements": ["F", "C", "C", "F", "H", "H", "H", "H", "O", "H", "H"], "positions_angstrom": [[0.000, 0.000, 0.000], [-0.489, -0.660, -1.046], [0.636, -1.561, -1.630], [1.201, -0.847, -2.557], [-1.230, -1.360, -0.615], [-1.035, 0.052, -1.694], [1.351, -1.969, -0.890], [0.174, -2.416, -2.159], [4.493, -1.216, -4.143], [4.205, -0.526, -3.503], [5.204, -0.786, -4.668]], "nbo_charge": [-0.3558, 0.0216, 0.0302, -0.3466, 0.1462, 0.1792, 0.1741, 0.1512, -0.9415, 0.4730, 0.4685]}

=====

[5]
{"formula": "C2H6F3N2O2PS", "method": "ωB97M-V/def2-TZVPD", "energy_ha": -1378.905315, "e_lumo_ev": -0.2, "homo_lumo_gap_ev": 10.34, "elements": ["C", "C", "N", "N", "O", "O", "F", "F", "F", "P", "S", "H", "H", "H", "H", "H", "H"], "positions_angstrom": [[0.133, 1.132, 1.275], [-1.481, 1.331, -0.565], [1.579, -0.084, -0.880], [-0.853, 0.488, 0.438], [0.461, -1.851, 0.596], [2.968, -1.597, 0.665], [-0.693, -1.403, -1.598], [-1.968, -1.708, 0.229], [1.789, -2.786, -1.188], [-0.553, -1.043, -0.103], [2.057, -1.355, -0.413], [0.801, 0.309, 1.555], [0.928, 1.739, 0.669], [-0.419, 1.680, 1.990], [-2.265, 1.131, -1.269], [-1.743, 2.332, -0.074], [-0.741, 1.683, -1.329]], "nbo_charge": [-0.4175, -0.4652, -1.0481, -0.7682, -1.0558, -0.8396, -0.5199, -0.5550, -0.4695, 2.5999, 2.2014, 0.2358, 0.2180, 0.2155, 0.2462, 0.2168, 0.2052]}

=====

[6]
{"formula": "C2H6F6O2PRb", "method": "ωB97M-V/def2-TZVPD", "energy_ha": -1195.131707, "e_lumo_ev": -1.2, "homo_lumo_gap_ev": 10.14, "elements": ["Rb", "P", "F", "F", "F", "F", "F", "F", "C", "C", "O", "O", "H", "H", "H", "H", "H", "H"], "positions_angstrom": [[-1.087, -1.721, 0.053], [-2.525, 0.550, -3.122], [-3.511, 1.384, -4.130], [-2.738, 1.538, -1.857], [-3.778, -0.438, -2.581], [-1.364, -0.269, -2.233], [-2.305, -0.453, -4.455], [-1.391, 1.605, -3.584], [2.528, -0.890, 2.283], [1.875, 0.371, 1.723], [0.505, 0.165, 1.503], [2.348, -0.990, 3.725], [3.597, -1.002, 2.102], [2.104, -1.786, 1.830], [2.282, 0.841, 0.828], [2.030, 1.159, 2.461], [0.015, 0.990, 1.506], [1.417, -1.054, 3.949]], "nbo_charge": [0.9910, 2.5841, -0.5836, -0.5920, -0.5908, -0.6396, -0.5844, -0.5892, -0.0893, -0.1065, -0.7808, -0.7176, 0.2093, 0.1547, 0.1863, 0.1867, 0.4948, 0.4669]}